{"formula": "C37H67GeI2N8O4PRb", "method": "wB97M-V/def2-TZVPD", "elements": ["Rb", "C", "C", "C", "C", "O", "Ge", "O", "C", "C", "C", "C", "O", "C", "C", "C", "C", "H", "H", "H", "H", "H", "H", "H", "H", "H", "H", "H", "H", "H", "H", "H", "H", "H", "H", "H", "H", "H", "H", "H", "H", "H", "H", "H", "I", "C", "C", "C", "I", "C", "O", "C", "C", "N", "C", "C", "C", "C", "C", "C", "N", "C", "H", "H", "H", "H", "H", "H", "H", "H", "H", "H", "H", "N", "C", "C", "C", "N", "C", "C", "N", "C", "H", "H", "H", "H", "H", "H", "H", "H", "H", "H", "H", "H", "H", "H", "H", "H", "C", "N", "C", "N", "C", "N", "C", "P", "C", "C", "H", "H", "H", "H", "H", "H", "H", "H", "H", "H", "H", "H", "H"], "positions_angstrom": [[-0.710789, -0.076021, 0.129106], [0.335924, -0.352276, 4.156088], [-0.822201, 0.533470, 3.691893], [-1.098098, 1.569308, 4.780569], [-2.057367, -0.342838, 3.470060], [-0.430679, 1.151463, 2.466145], [-1.310603, 2.750176, 1.861458], [-2.587473, 1.797098, 0.865510], [-3.939586, 2.281990, 0.800199], [-4.781111, 1.173789, 0.185175], [-4.470612, 2.598963, 2.199609], [-4.020082, 3.542294, -0.065481], [-0.123643, 2.775053, 0.296445], [0.869399, 3.814934, 0.325308], [1.702282, 3.699365, 1.602605], [0.210518, 5.191202, 0.255528], [1.765789, 3.626191, -0.895212], [0.088997, -0.849578, 5.094422], [0.546912, -1.126540, 3.410917], [1.225424, 0.266799, 4.324216], [-1.261723, 1.080710, 5.742417], [-0.254223, 2.254767, 4.876484], [-1.987377, 2.159247, 4.553747], [-2.372058, -0.822115, 4.398654], [-2.882267, 0.255543, 3.088400], [-1.850891, -1.133479, 2.739015], [-4.774664, 0.298131, 0.836459], [-5.814766, 1.498429, 0.053503], [-4.375526, 0.891272, -0.787972], [-4.354382, 1.736310, 2.856892], [-3.942315, 3.446233, 2.639917], [-5.531461, 2.850167, 2.162465], [-3.877765, 3.298532, -1.122154], [-4.999998, 4.012620, 0.024141], [-3.270247, 4.273679, 0.246623], [1.104698, 3.937517, 2.483988], [2.063687, 2.675189, 1.713655], [2.554540, 4.380679, 1.581955], [-0.401513, 5.382422, 1.136894], [0.964062, 5.977448, 0.187183], [-0.428898, 5.260618, -0.628592], [2.093633, 2.585554, -0.965702], [1.218979, 3.880700, -1.805312], [2.643188, 4.272209, -0.855114], [-3.181449, -7.952853, 2.621264], [-2.511168, -6.173134, 1.854371], [-3.421311, -5.296424, 1.238724], [-2.968234, -4.119408, 0.716555], [-4.271788, -2.760942, -0.141964], [-1.559998, -3.753917, 0.765502], [-1.148400, -2.707602, 0.229487], [-0.662498, -4.663798, 1.464638], [0.770747, -4.238752, 1.684471], [1.518098, -3.788307, 0.521790], [1.650366, -4.798376, -0.521789], [2.165693, -4.161104, -1.791375], [2.963809, -4.874597, -2.676721], [3.393778, -4.258400, -3.838766], [3.020904, -2.943638, -4.075416], [2.229653, -2.310305, -3.133191], [1.802029, -2.895916, -2.014259], [-1.144852, -5.834870, 1.967381], [-4.468776, -5.558827, 1.185456], [1.307648, -5.063388, 2.160059], [0.755829, -3.417898, 2.414097], [1.017540, -3.019692, 0.088553], [0.690459, -5.287726, -0.749094], [2.336833, -5.582172, -0.194602], [3.241512, -5.896231, -2.452950], [4.014996, -4.791646, -4.545959], [3.339209, -2.420666, -4.966322], [1.931093, -1.276364, -3.272904], [-0.476733, -6.519881, 2.475016], [-3.664547, 2.764142, -3.937143], [-2.647230, 2.353913, -4.921232], [-2.582077, 0.831584, -5.057116], [-1.932672, 0.070972, -3.898802], [-2.799881, 0.034967, -2.695538], [-0.588359, 0.711080, -3.533929], [-0.692189, 2.214759, -3.282330], [-1.504154, 2.490700, -2.039059], [-1.292969, 2.920427, -4.494888], [-4.538897, 2.278324, -4.107754], [-3.880923, 3.748224, -4.065883], [-2.081003, 3.317752, -2.173309], [-2.876121, 2.749961, -5.916048], [-2.005852, 0.608182, -5.958055], [-3.584281, 0.432559, -5.241937], [-1.740792, -0.944223, -4.256039], [-2.721163, -0.867753, -2.236713], [-3.768865, 0.134874, -2.974556], [0.110511, 0.577644, -4.363293], [-0.138413, 0.191510, -2.681603], [0.299433, 2.619062, -3.091365], [-0.930081, 2.647071, -1.158845], [-2.185129, 1.714217, -1.923538], [-0.579175, 2.816219, -5.315519], [-1.378626, 3.993880, -4.301080], [4.310517, 0.412920, 2.746459], [3.362791, -0.768190, 2.503685], [4.205668, -2.010010, 2.154071], [5.065913, -1.735994, 1.058923], [5.933342, -0.601900, 1.355041], [5.172102, 0.612547, 1.635290], [4.463220, 1.109575, 0.450712], [3.206985, -0.093440, -0.212830], [2.391697, -0.467096, 1.407893], [4.330462, -1.577128, -0.202032], [4.882281, 0.159093, 3.639621], [3.684476, 1.284833, 2.935353], [2.831767, -0.944844, 3.359964], [3.499693, -2.804305, 1.907531], [4.776751, -2.246603, 3.052297], [6.591990, -0.422530, 0.507233], [6.544577, -0.842458, 2.226670], [5.192220, 1.316285, -0.334850], [3.982126, 2.057412, 0.693268], [1.776285, -1.361444, 1.284330], [1.745397, 0.358305, 1.728688], [5.042607, -1.493062, -1.024668], [3.719884, -2.462403, -0.371235]], "atomic_forces_ev_per_a": [[-0.147, -0.101, -0.405], [0.063, 0.074, 0.012], [0.013, 0.033, 0.005], [-0.067, -0.013, 0.024], [0.048, -0.020, -0.007], [0.050, 0.048, 0.196], [0.083, 0.146, 0.143], [-0.144, 0.020, -0.270], [0.015, 0.078, 0.161], [-0.001, -0.022, 0.037], [0.007, 0.028, 0.009], [0.031, -0.055, -0.043], [-0.063, 0.062, 0.090], [0.123, 0.016, -0.005], [-0.014, 0.007, -0.001], [-0.009, 0.013, -0.007], [-0.061, -0.077, -0.002], [0.020, -0.018, 0.010], [-0.010, -0.018, -0.046], [-0.018, -0.011, -0.022], [-0.003, 0.004, 0.003], [0.005, -0.005, -0.001], [-0.002, 0.003, 0.001], [-0.006, 0.002, 0.005], [-0.005, -0.005, -0.011], [0.024, -0.004, 0.006], [0.000, -0.013, -0.008], [0.001, 0.000, -0.004], [0.008, -0.003, -0.014], [-0.015, 0.004, 0.002], [-0.019, -0.005, 0.017], [0.000, 0.005, -0.024], [-0.010, 0.007, 0.025], [-0.015, -0.006, 0.003], [-0.001, 0.009, 0.012], [0.009, -0.017, 0.006], [0.013, -0.038, 0.004], [-0.004, 0.015, -0.026], [-0.003, 0.001, 0.000], [0.004, 0.001, -0.002], [0.004, 0.004, -0.004], [0.020, -0.002, -0.012], [0.040, 0.011, -0.012], [-0.005, 0.029, 0.024], [-0.006, -0.016, 0.004], [0.004, 0.024, -0.008], [-0.019, 0.017, -0.023], [-0.028, -0.013, -0.030], [0.013, -0.044, 0.001], [-0.106, -0.024, -0.088], [0.091, -0.151, 0.247], [-0.038, 0.022, -0.015], [0.001, -0.011, 0.105], [0.031, 0.021, -0.052], [0.033, -0.009, 0.003], [-0.026, 0.027, 0.030], [-0.006, -0.002, -0.017], [0.010, -0.018, -0.001], [-0.002, 0.004, 0.009], [0.009, 0.007, -0.014], [-0.003, 0.005, 0.024], [0.016, -0.024, -0.010], [0.001, -0.001, 0.003], [0.001, 0.002, -0.007], [0.009, -0.009, -0.023], [-0.037, 0.006, 0.003], [0.005, -0.005, 0.000], [0.001, -0.004, -0.009], [0.005, 0.000, 0.000], [0.002, -0.004, 0.004], [-0.004, 0.004, -0.001], [-0.003, 0.006, -0.013], [0.003, 0.005, 0.002], [-0.008, -0.012, -0.025], [-0.036, 0.014, 0.012], [-0.010, -0.013, -0.023], [0.040, 0.096, 0.023], [0.200, -0.005, -0.151], [-0.012, -0.018, -0.015], [-0.064, 0.037, 0.097], [0.015, 0.042, -0.245], [0.048, -0.018, -0.001], [0.001, 0.002, -0.026], [0.011, 0.005, 0.020], [-0.045, 0.023, -0.015], [-0.004, 0.008, 0.000], [0.012, 0.001, 0.001], [0.001, 0.003, 0.000], [0.004, -0.018, 0.031], [-0.085, -0.013, 0.003], [-0.041, -0.043, 0.131], [-0.007, -0.019, -0.010], [-0.002, 0.050, -0.001], [0.016, -0.022, -0.035], [0.019, -0.193, 0.126], [0.037, 0.052, 0.094], [-0.023, 0.001, -0.015], [-0.009, 0.003, 0.001], [-0.007, -0.032, 0.027], [0.046, 0.000, 0.005], [-0.039, 0.044, 0.006], [-0.011, -0.044, -0.014], [0.021, -0.001, -0.007], [-0.015, 0.034, 0.007], [-0.031, -0.013, 0.045], [0.076, 0.023, -0.205], [-0.116, 0.016, 0.022], [-0.003, 0.058, 0.074], [0.006, 0.008, 0.000], [0.005, 0.012, 0.003], [0.013, 0.002, 0.000], [-0.001, -0.013, 0.017], [0.002, -0.003, -0.001], [0.003, 0.001, 0.004], [0.001, 0.000, -0.004], [0.006, -0.001, 0.004], [-0.019, 0.014, -0.007], [0.024, 0.007, 0.002], [0.052, -0.024, 0.073], [-0.001, -0.014, 0.002], [0.018, -0.035, -0.025]], "spin_multiplicity": 2, "charge": 2, "e_above_lowest_kcal_mol": 7.0, "total_energy_ha": -5226.4540, "e_homo_ev": [-11.741, -11.741], "gap_ev": [7.8, 4.9]}